Entry from OMol25: a molecular structure, C15H14IrN5OS3 (ωB97M-V/def2-TZVPD).

Structure (XYZ):
```
39
Properties=species:S:1:pos:R:3:forces:R:3
Ir 0.402521 -0.472049 0.308467 -0.23 -1.39 0.08
C 1.678118 -0.396682 5.432492 -0.01 0.00 -0.08
S 2.608725 -1.505416 4.340860 -0.17 -0.01 -0.05
C 2.042508 -1.182761 2.753214 0.22 -0.07 0.54
S 0.655014 -0.112189 2.435963 0.13 0.70 -0.31
N 2.664939 -1.754032 1.789777 -0.22 -0.04 -0.23
N 2.161655 -1.456612 0.540060 0.23 -0.48 -0.50
C 2.874255 -1.981538 -0.399888 -0.05 0.39 0.03
C 2.881398 -1.588828 -1.806629 -0.12 -0.13 -0.11
C 3.810649 -2.214729 -2.628260 -0.32 0.29 0.13
C 3.980575 -1.784188 -3.940343 -0.03 0.03 -0.04
C 3.227348 -0.719631 -4.412638 -0.13 0.08 0.17
C 2.299834 -0.128858 -3.575164 0.15 -0.21 -0.10
N 2.119074 -0.564322 -2.310105 0.24 -0.32 0.31
H 1.636758 -0.925960 6.383381 0.03 0.05 0.00
H 0.657154 -0.234143 5.093658 0.04 -0.04 0.06
H 2.213997 0.541907 5.550282 -0.05 -0.01 0.00
H 3.641675 -2.691079 -0.104675 0.04 0.15 0.07
H 4.411291 -3.020822 -2.231199 0.00 -0.01 0.04
H 4.706396 -2.271403 -4.577970 0.01 0.00 -0.02
H 3.345799 -0.341947 -5.418088 0.00 0.01 0.00
H 1.667588 0.696681 -3.865284 0.01 -0.01 -0.08
N -5.795892 2.958958 1.037400 0.05 -0.11 -0.04
C -5.444234 2.090283 0.128738 -0.12 0.09 0.02
S -6.507455 1.594823 -1.093094 0.06 0.08 0.03
C -4.063038 1.516894 0.137353 0.00 0.07 0.04
C -3.806265 0.288321 -0.459521 0.13 -0.04 0.02
C -2.516361 -0.213609 -0.425279 -0.03 -0.03 -0.04
N -1.503960 0.438855 0.160826 0.17 0.04 0.11
C -1.746028 1.635060 0.718341 -0.06 0.11 -0.10
C -3.006390 2.206989 0.726269 0.10 -0.05 -0.11
H -6.712803 3.393250 1.048502 -0.01 0.00 -0.04
H -5.179345 3.209463 1.800307 -0.02 -0.05 0.02
H -4.577246 -0.306665 -0.929605 -0.04 -0.01 0.03
H -2.290249 -1.170627 -0.878834 -0.04 -0.02 0.05
H -0.900208 2.154297 1.146306 -0.01 0.01 0.03
H -3.109764 3.193724 1.156617 -0.03 0.01 0.00
O 0.452236 0.992820 -2.109099 0.00 -0.19 0.06
C 1.019730 0.125766 -1.523139 0.10 1.12 0.03
```
Positions in Å, forces in eV/Å.

Computed properties:
* HOMO (alpha / beta): -16.73 / -16.73 eV
* LUMO level (alpha / beta): -11.5358 / -12.1579 eV
* maximum force: 1.4 eV Å⁻¹
* ΔE to the lowest compared entry with this formula, charge and spin: 92.7 kJ/mol
* calculated total energy: -2226.84960 Eh
* total charge: +3
* Kohn-Sham gap (alpha / beta): 5.19 / 4.57 eV
* spin multiplicity: 2